1.
The following is a quantum chemistry calculation of one molecule with the formula C2H4N2OS2 in a non-equilibrium geometry, from the Open Molecules 2025 dataset.

LUMO level   -1.0 eV
Total charge   0
HOMO-LUMO gap   8.2 eV
Energy relative to the best compared isomer or geometry (same formula, charge and spin)   86.58 kcal/mol
SMILES   NC(=S)N(O)C=S
2S+1   1
Calculated total energy   -1059.60529 Ha

```
11
C2H4N2OS2, DFT ωB97M-V/def2-TZVPD
S 2.97 -0.81 0.04
S -1.89 -1.51 -0.10
O 0.87 1.19 -0.35
N 0.39 -0.18 -0.19
N -1.56 0.97 -0.03
C -0.94 -0.24 -0.06
C 1.28 -1.13 -0.24
H 0.70 -2.08 -0.30
H 1.96 1.14 0.04
H -2.62 0.88 0.61
H -1.15 1.78 0.58
```


2.
The following is a quantum chemistry calculation of one molecule with the formula C2H4N2P2 in a non-equilibrium geometry, from the Open Molecules 2025 dataset.

LUMO level   0.6 eV
Total charge   0
HOMO-LUMO gap   9.5 eV
Energy relative to the best compared isomer or geometry (same formula, charge and spin)   16.92 kcal/mol
SMILES   C1=NPN=CP1
2S+1   1
Calculated total energy   -870.74534 Ha

```
10
C2H4N2P2, DFT ωB97M-V/def2-TZVPD
P 1.84 -0.19 0.24
P -1.23 -0.29 1.05
N 0.74 -1.25 -0.41
N 1.04 1.32 -0.01
C -0.48 -1.32 -0.14
C -0.16 1.37 0.29
H -2.60 0.08 0.39
H 2.72 0.17 -0.84
H -0.88 2.19 0.26
H -0.97 -2.08 -0.83
```


3.
The following is a quantum chemistry calculation of a 2-piece molecular cluster, C2H4N2S overall in a non-equilibrium geometry, from the Open Molecules 2025 dataset.

LUMO level (alpha / beta)   0.2 / 0.2 eV
Total charge   0
HOMO-LUMO gap (alpha / beta)   8.1 / 8.1 eV
Energy relative to the best compared isomer or geometry (same formula, charge and spin)   66.21 kcal/mol
2S+1   1
Calculated total energy   -586.18887 Ha

```
9
C2H4N2S, DFT ωB97M-V/def2-TZVPD
S 2.02 0.75 -0.06
N -1.15 0.21 -0.03
N 0.74 -1.67 -0.08
C -1.18 1.43 -0.04
C 0.97 -0.39 -0.05
H 1.29 -2.46 0.25
H -2.17 2.02 0.28
H -0.18 -1.91 0.10
H -0.35 2.03 -0.37
```


4.
The following is a quantum chemistry calculation of one molecule with the formula C2H4N2S in a non-equilibrium geometry, from the Open Molecules 2025 dataset.

LUMO level   0.1 eV
Total charge   0
HOMO-LUMO gap   8.6 eV
Energy relative to the best compared isomer or geometry (same formula, charge and spin)   35.65 kcal/mol
SMILES   C=NNC=S
2S+1   1
Calculated total energy   -586.23758 Ha

```
9
C2H4N2S, DFT ωB97M-V/def2-TZVPD
S -2.69 -0.76 -0.01
N -0.31 0.45 -0.07
N 0.38 -0.67 -0.18
C -1.65 0.49 -0.06
C 1.64 -0.72 0.02
H 0.26 1.25 0.00
H 2.31 0.11 0.30
H -1.99 1.54 0.02
H 2.06 -1.69 -0.01
```


5.
The following is a quantum chemistry calculation of one molecule with the formula C2H4N2S in a non-equilibrium geometry, from the Open Molecules 2025 dataset.

LUMO level   0.7 eV
Total charge   0
HOMO-LUMO gap   8.9 eV
Energy relative to the best compared isomer or geometry (same formula, charge and spin)   113.86 kcal/mol
2S+1   1
Calculated total energy   -586.11295 Ha

```
9
C2H4N2S, DFT ωB97M-V/def2-TZVPD
S 1.59 -0.09 -1.34
N -0.63 0.25 0.41
N -1.83 0.20 0.07
C 0.94 0.62 0.13
C -3.04 0.19 -0.01
H 1.83 -1.20 -0.53
H 1.10 1.66 -0.03
H -3.94 -0.39 -0.41
H 1.27 0.19 1.02
```


6.
The following is a quantum chemistry calculation of C2H4N2S2 as an isolated structure in a non-equilibrium geometry, from the Open Molecules 2025 dataset.

LUMO level   -0.9 eV
Total charge   0
HOMO-LUMO gap   7.6 eV
Energy relative to the best compared isomer or geometry (same formula, charge and spin)   172.89 kcal/mol
2S+1   1
Calculated total energy   -984.23936 Ha

```
10
C2H4N2S2, DFT ωB97M-V/def2-TZVPD
S 1.45 2.96 1.88
S 1.47 -0.01 1.20
N -0.29 -0.06 -0.85
N -1.19 -1.05 -1.45
C 1.23 1.73 0.81
C 0.17 -0.77 0.19
H -1.90 -0.44 -2.03
H -1.50 -1.99 -0.55
H -0.37 -2.18 1.02
H 0.92 1.82 -0.22
```


7.
The following is a quantum chemistry calculation of one molecule with the formula C2H4N2S2 in a non-equilibrium geometry, from the Open Molecules 2025 dataset.

LUMO level   -0.9 eV
Total charge   0
HOMO-LUMO gap   7.9 eV
Energy relative to the best compared isomer or geometry (same formula, charge and spin)   48.98 kcal/mol
SMILES   [H]/N=C(/N)C(=S)S
2S+1   1
Calculated total energy   -984.43683 Ha

```
10
C2H4N2S2, DFT ωB97M-V/def2-TZVPD
S -2.28 -0.26 0.16
S -0.39 2.01 -0.11
N 0.48 -1.66 -0.30
N 1.72 0.28 0.31
C -0.75 0.40 0.07
C 0.57 -0.47 0.01
H -3.09 0.68 -0.26
H -0.55 -2.07 -0.29
H 2.53 -0.24 0.49
H 1.76 1.32 -0.07
```


8.
The following is a quantum chemistry calculation of one molecule with the formula C2H4N2S2 in a non-equilibrium geometry, from the Open Molecules 2025 dataset.

LUMO level   -0.9 eV
Total charge   0
HOMO-LUMO gap   8.1 eV
Energy relative to the best compared isomer or geometry (same formula, charge and spin)   73.65 kcal/mol
SMILES   NC(=S)/C=N\S
2S+1   1
Calculated total energy   -984.39751 Ha

```
10
C2H4N2S2, DFT ωB97M-V/def2-TZVPD
S 1.00 1.82 0.07
S -1.55 -2.23 -1.00
N -0.34 1.16 0.90
N 0.89 -0.84 -0.59
C -0.84 -0.05 0.50
C -0.50 -1.08 -0.46
H 1.35 -1.55 -1.03
H 1.39 -0.19 0.01
H -1.79 -0.19 1.01
H 0.38 3.15 0.57
```


9.
The following is a quantum chemistry calculation of one molecule with the formula C2H4N2S2 in a non-equilibrium geometry, from the Open Molecules 2025 dataset.

LUMO level   -0.7 eV
Total charge   0
HOMO-LUMO gap   8.3 eV
Energy relative to the best compared isomer or geometry (same formula, charge and spin)   21.04 kcal/mol
SMILES   [H]/N=C(\N)C(=S)S
2S+1   1
Calculated total energy   -984.48136 Ha

```
10
C2H4N2S2, DFT ωB97M-V/def2-TZVPD
S -2.15 -0.96 0.08
S -1.24 1.86 -0.15
N 0.57 -1.48 -0.31
N 1.44 0.59 0.26
C 0.45 -0.26 -0.07
C -0.96 0.30 -0.02
H -3.26 -0.17 0.13
H 1.53 -1.81 -0.34
H 1.23 1.56 0.34
H 2.39 0.35 0.09
```


10.
The following is a quantum chemistry calculation of one molecule with the formula C2H4N2S2 in a non-equilibrium geometry, from the Open Molecules 2025 dataset.

LUMO level   -1.2 eV
Total charge   0
HOMO-LUMO gap   8.0 eV
Energy relative to the best compared isomer or geometry (same formula, charge and spin)   28.43 kcal/mol
SMILES   [H]/N=C(/N)C(=S)S
2S+1   1
Calculated total energy   -984.46959 Ha

```
10
C2H4N2S2, DFT ωB97M-V/def2-TZVPD
S -1.54 -0.63 0.91
S 1.20 0.36 1.34
N 1.29 0.01 -1.74
N -0.84 0.54 -1.92
C -0.05 -0.22 0.29
C 0.17 0.07 -1.15
H 1.91 0.83 0.27
H -1.77 0.51 -1.52
H -0.69 0.39 -2.91
H 1.99 -0.45 -1.17
```


11.
The following is a quantum chemistry calculation of C2H4N2S3 as an isolated structure in a non-equilibrium geometry, from the Open Molecules 2025 dataset.

LUMO level   -1.2 eV
Total charge   0
HOMO-LUMO gap   7.9 eV
Energy relative to the best compared isomer or geometry (same formula, charge and spin)   57.60 kcal/mol
2S+1   1
Calculated total energy   -1382.58031 Ha

```
11
C2H4N2S3, DFT ωB97M-V/def2-TZVPD
S -1.78 0.04 2.14
S 1.47 -0.97 -1.98
S -0.87 -2.17 0.06
N 0.89 1.27 -0.69
N -0.34 -0.53 0.06
C 0.61 -0.17 -0.91
C -0.35 0.19 1.23
H 1.54 1.53 -1.56
H 0.04 1.78 -0.50
H 0.85 0.72 1.58
H -2.05 -1.69 0.58
```


12.
The following is a quantum chemistry calculation of one molecule with the formula C2H4N2S3 in a non-equilibrium geometry, from the Open Molecules 2025 dataset.

LUMO level   -0.6 eV
Total charge   0
HOMO-LUMO gap   8.4 eV
Energy relative to the best compared isomer or geometry (same formula, charge and spin)   25.87 kcal/mol
SMILES   [H]/N=C(/NS)SC=S
2S+1   1
Calculated total energy   -1382.63087 Ha

```
11
C2H4N2S3, DFT ωB97M-V/def2-TZVPD
S -2.93 0.25 -0.14
S 1.26 1.80 0.15
S -0.34 -0.97 0.62
N 2.06 -1.87 -0.27
N 1.79 0.32 -0.52
C 1.31 -0.89 -0.11
C -1.36 -0.09 -0.48
H 1.86 1.85 1.43
H 1.63 -2.82 -0.16
H 2.77 0.22 -0.87
H -0.85 0.24 -1.39
```


13.
The following is a quantum chemistry calculation of one molecule with the formula C2H4N2S3 in a non-equilibrium geometry, from the Open Molecules 2025 dataset.

LUMO level   0.0 eV
Total charge   0
HOMO-LUMO gap   7.8 eV
Energy relative to the best compared isomer or geometry (same formula, charge and spin)   114.91 kcal/mol
2S+1   1
Calculated total energy   -1382.48898 Ha

```
11
C2H4N2S3, DFT ωB97M-V/def2-TZVPD
S -2.02 -1.07 -0.79
S 2.45 -0.68 -0.30
S -1.22 1.67 0.11
N -0.41 -0.49 1.17
N -1.44 0.04 0.61
C 0.44 1.43 -0.43
C 1.03 0.29 -0.18
H 0.72 2.26 -1.02
H -0.43 -1.53 1.14
H 3.45 0.21 -0.32
H -2.55 -2.13 0.02
```


14.
The following is a quantum chemistry calculation of one molecule with the formula C2H4N2S3 in a non-equilibrium geometry, from the Open Molecules 2025 dataset.

LUMO level   0.4 eV
Total charge   0
HOMO-LUMO gap   9.3 eV
Energy relative to the best compared isomer or geometry (same formula, charge and spin)   78.58 kcal/mol
SMILES   S[C@@H]1SN1N1CS1
2S+1   1
Calculated total energy   -1382.54687 Ha

```
11
C2H4N2S3, DFT ωB97M-V/def2-TZVPD
S -2.00 -0.94 0.80
S 2.35 1.06 0.52
S 1.45 -1.83 -0.27
N 0.38 -0.50 -0.61
N -0.97 -0.65 -0.65
C -1.77 0.46 -0.28
C 1.16 -0.26 0.56
H -2.59 0.67 -0.96
H 2.59 0.97 -0.79
H 0.68 -0.33 1.53
H -1.29 1.34 0.14
```


15.
The following is a quantum chemistry calculation of an isolated ion of composition C2H4N3 and charge +1 in a non-equilibrium geometry, from the Open Molecules 2025 dataset.

LUMO level   -5.3 eV
Total charge   +1
HOMO-LUMO gap   10.3 eV
Energy relative to the best compared isomer or geometry (same formula, charge and spin)   94.52 kcal/mol
SMILES   N=C=[N+]1CN1
2S+1   1
Calculated total energy   -242.44879 Ha

```
9
C2H4N3, DFT ωB97M-V/def2-TZVPD
N -1.30 -0.48 -0.88
N 0.84 0.67 2.13
N -0.26 -0.48 0.21
C 0.05 -0.37 -1.23
C 0.34 0.15 1.18
H 1.42 0.93 2.89
H 0.39 0.62 -1.58
H -2.04 0.22 -0.98
H 0.56 -1.26 -1.75
```


16.
The following is a quantum chemistry calculation of an isolated ion of composition C2H4N3O and charge +1 in a non-equilibrium geometry, from the Open Molecules 2025 dataset.

LUMO level (alpha / beta)   -7.5 / -6.2 eV
Total charge   +1
HOMO-LUMO gap (alpha / beta)   7.6 / 9.5 eV
Energy relative to the best compared isomer or geometry (same formula, charge and spin)   147.59 kcal/mol
SMILES   C/N=N\C=[N+]=O
2S+1   1
Calculated total energy   -317.60656 Ha

```
10
C2H4N3O, DFT ωB97M-V/def2-TZVPD
O -2.08 1.27 0.37
N 0.01 -1.21 0.46
N 1.03 -0.68 0.35
N -1.88 0.16 0.15
C 1.45 0.57 -0.18
C -1.35 -0.90 0.14
H -1.86 -1.89 -0.20
H 2.56 0.61 -0.48
H 1.23 1.47 0.46
H 0.89 0.60 -1.07
```


17.
The following is a quantum chemistry calculation of a 2-piece molecular cluster, C2H4N3O overall in a non-equilibrium geometry, from the Open Molecules 2025 dataset.

LUMO level (alpha / beta)   -6.1 / -6.1 eV
Total charge   +1
HOMO-LUMO gap (alpha / beta)   8.6 / 8.6 eV
Energy relative to the best compared isomer or geometry (same formula, charge and spin)   124.21 kcal/mol
2S+1   1
Calculated total energy   -317.64381 Ha

```
10
C2H4N3O, DFT ωB97M-V/def2-TZVPD
O 0.02 -0.16 -2.27
N 0.00 -0.10 -1.07
N 0.26 1.00 -0.32
N 0.33 0.67 0.95
C -0.22 -1.12 -0.22
C 0.01 -0.65 1.05
H 0.19 1.44 1.58
H -0.07 -1.27 2.00
H 0.01 2.28 -0.98
H -0.51 -2.09 -0.72
```


18.
The following is a quantum chemistry calculation of C2H4N3O2S as an isolated structure in a non-equilibrium geometry, from the Open Molecules 2025 dataset.

LUMO level   -4.0 eV
Total charge   +1
HOMO-LUMO gap   11.3 eV
Energy relative to the best compared isomer or geometry (same formula, charge and spin)   2.12 kcal/mol
2S+1   1
Calculated total energy   -791.22466 Ha

```
12
C2H4N3O2S, DFT ωB97M-V/def2-TZVPD
S 0.42 0.14 0.23
O 1.19 0.95 -0.62
O -1.54 1.00 -0.37
N 1.46 -1.40 0.58
N -0.21 -1.29 -0.69
N -1.10 3.06 0.60
C -1.46 2.09 0.05
C 0.65 -2.12 -0.15
H -1.32 4.02 0.79
H 2.22 -1.75 1.14
H 0.66 -3.20 -0.27
H -0.99 -1.50 -1.29
```


19.
The following is a quantum chemistry calculation of a 2-piece molecular cluster, C2H4N3O5 overall in a non-equilibrium geometry, from the Open Molecules 2025 dataset.

LUMO level   2.6 eV
Total charge   -1
HOMO-LUMO gap   5.7 eV
Energy relative to the best compared isomer or geometry (same formula, charge and spin)   8.02 kcal/mol
2S+1   1
Calculated total energy   -618.92169 Ha

```
14
C2H4N3O5, DFT ωB97M-V/def2-TZVPD
O -0.12 -3.50 -0.94
O -0.87 -2.96 1.04
O 3.92 0.17 0.97
O 3.18 -1.09 -0.69
O 0.97 -0.07 -1.50
N 1.70 -0.02 0.69
N -0.27 -2.66 -0.03
N 3.01 -0.25 0.28
C 0.80 0.08 -0.18
C -0.54 0.39 0.33
H 1.98 -0.27 -1.60
H -1.42 0.11 -0.28
H -0.60 1.38 0.46
H -0.70 -0.12 1.35
```


20.
The following is a quantum chemistry calculation of one molecule with the formula C2H4N3P in a non-equilibrium geometry, from the Open Molecules 2025 dataset.

LUMO level   0.7 eV
Total charge   0
HOMO-LUMO gap   10.4 eV
Energy relative to the best compared isomer or geometry (same formula, charge and spin)   17.43 kcal/mol
SMILES   Pc1ncn[nH]1
2S+1   1
Calculated total energy   -584.18085 Ha

```
10
C2H4N3P, DFT ωB97M-V/def2-TZVPD
P -2.18 -0.28 0.00
N 0.45 -1.16 0.78
N 0.53 0.70 -0.47
N 1.78 0.36 -0.24
C 1.72 -0.77 0.51
C -0.35 -0.28 0.15
H -2.60 0.40 -1.27
H 0.31 1.52 -0.94
H -2.26 0.94 0.74
H 2.61 -1.44 0.75
```